{
  "formula": "C64H152CrN7O15",
  "method": "ωB97M-V with the def2-TZVPD basis set",
  "s2": 3.777,
  "gap_ev": [8.55, 9.16],
  "total_charge": 6,
  "homo_energy_ev": [-18.669, -19.097],
  "spin_multiplicity": 4,
  "lumo_ev": [-10.119, -9.941],
  "species": ["Cr", "C", "C", "N", "C", "C", "C", "C", "C", "O", "C", "H", "H", "H", "H", "H", "H", "H", "H", "H", "H", "H", "H", "H", "H", "H", "H", "H", "H", "H", "H", "C", "C", "N", "C", "C", "C", "C", "C", "O", "C", "H", "H", "H", "H", "H", "H", "H", "H", "H", "H", "H", "H", "H", "H", "H", "H", "H", "H", "H", "H", "C", "C", "N", "C", "C", "C", "C", "C", "O", "C", "H", "H", "H", "H", "H", "H", "H", "H", "H", "H", "H", "H", "H", "H", "H", "H", "H", "H", "H", "H", "C", "C", "N", "C", "C", "C", "C", "C", "O", "C", "H", "H", "H", "H", "H", "H", "H", "H", "H", "H", "H", "H", "H", "H", "H", "H", "H", "H", "H", "H", "C", "C", "N", "C", "C", "C", "C", "C", "O", "C", "H", "H", "H", "H", "H", "H", "H", "H", "H", "H", "H", "H", "H", "H", "H", "H", "H", "H", "H", "H", "C", "C", "N", "C", "C", "C", "C", "C", "O", "C", "H", "H", "H", "H", "H", "H", "H", "H", "H", "H", "H", "H", "H", "H", "H", "H", "H", "H", "H", "H", "C", "C", "N", "C", "C", "C", "C", "C", "O", "C", "H", "H", "H", "H", "H", "H", "H", "H", "H", "H", "H", "H", "H", "H", "H", "H", "H", "H", "H", "H", "C", "C", "O", "O", "H", "H", "H", "C", "C", "O", "O", "H", "H", "H", "C", "C", "O", "O", "H", "H", "H", "C", "C", "O", "O", "H", "H", "H"],
  "coordinates": [[-0.7564, 0.9457, -0.2274], [-2.8255, -6.7985, -3.6823], [-3.4287, -6.3327, -2.3470], [-4.5764, -5.2898, -2.3581], [-5.0015, -5.0483, -0.8560], [-3.9636, -4.0052, -3.0235], [-2.6405, -3.4308, -2.4613], [-5.7919, -5.8619, -3.2284], [-6.2536, -7.3066, -2.8398], [-6.7484, -7.2216, -1.4825], [-7.2698, -8.4379, -1.0408], [-3.5915, -7.2737, -4.2951], [-1.9947, -7.4902, -3.5428], [-2.5226, -5.8562, -4.1389], [-2.6774, -5.9560, -1.6529], [-3.8673, -7.1739, -1.8103], [-5.9565, -4.5255, -0.8026], [-4.3248, -4.3043, -0.4355], [-5.1001, -6.0013, -0.3364], [-4.8065, -3.3263, -2.8934], [-3.8840, -4.1431, -4.1018], [-1.7971, -4.0477, -2.7714], [-2.5460, -3.2600, -1.3889], [-2.4225, -2.4706, -2.9289], [-5.4927, -5.7570, -4.2712], [-6.5628, -5.1013, -3.1044], [-5.4385, -8.0206, -2.9577], [-7.1013, -7.5659, -3.4741], [-6.5779, -9.2595, -0.8550], [-8.0769, -8.8316, -1.6586], [-7.6036, -8.3750, -0.0051], [6.5365, -0.6746, -7.5810], [5.2739, -0.5277, -6.6762], [4.1031, 0.2379, -7.3076], [3.7063, -0.4677, -8.6836], [2.8666, 0.0294, -6.3720], [2.8798, 0.8081, -4.9918], [4.4830, 1.7718, -7.3997], [3.4103, 2.6891, -7.9220], [3.1178, 2.3863, -9.2763], [3.9888, 2.8839, -10.3361], [7.0774, 0.2256, -7.8726], [6.2937, -1.1765, -8.5176], [7.2460, -1.2494, -6.9857], [5.4893, -0.1460, -5.6782], [4.8894, -1.5427, -6.5767], [3.4978, -1.5179, -8.4796], [4.5451, -0.3768, -9.3738], [2.8171, -0.1076, -9.2011], [2.7466, -1.0366, -6.1786], [2.0653, 0.3877, -7.0182], [2.2082, 0.4387, -4.2168], [2.7842, 1.8876, -5.1091], [3.8542, 0.5942, -4.5527], [5.3551, 1.8086, -8.0526], [4.8157, 2.1428, -6.4303], [3.6499, 3.7152, -7.6432], [2.5613, 2.6119, -7.2429], [4.6078, 2.0545, -10.6781], [4.5375, 3.8082, -10.1550], [3.3193, 3.0202, -11.1854], [2.0043, 5.6311, -2.9095], [2.0735, 4.7231, -1.6339], [2.2822, 5.5211, -0.3153], [3.7292, 6.0793, -0.3701], [1.3969, 6.7586, -0.2111], [-0.0931, 6.3493, -0.0608], [2.3368, 4.5726, 1.0095], [2.7690, 5.3160, 2.3045], [4.1687, 5.2660, 2.3698], [4.8346, 6.0575, 3.4207], [2.1238, 5.1385, -3.8745], [2.8334, 6.3377, -2.9479], [1.1459, 6.2971, -2.9971], [2.8548, 3.9659, -1.5679], [1.1498, 4.1636, -1.4859], [3.7913, 6.8413, 0.4068], [3.8993, 6.5178, -1.3535], [4.5258, 5.3363, -0.4070], [1.6114, 7.3840, -1.0777], [1.7606, 7.3231, 0.6474], [-0.4261, 5.7344, -0.8970], [-0.7468, 7.2147, -0.1696], [-0.3458, 5.6629, 0.7473], [2.8981, 3.6577, 0.8197], [1.2994, 4.2385, 1.0001], [2.4463, 4.6623, 3.1148], [2.2816, 6.2761, 2.4742], [4.3097, 6.9804, 3.6673], [5.8088, 6.2809, 2.9858], [5.0102, 5.4934, 4.3367], [0.9881, -3.4671, -0.7829], [2.5415, -3.3775, -0.3142], [2.9949, -4.4990, 0.6105], [4.5236, -4.2643, 0.8675], [2.1858, -4.6339, 1.9589], [2.0151, -3.3665, 2.8481], [2.7797, -5.8567, -0.1440], [2.9611, -7.1608, 0.6813], [4.1877, -7.4089, 1.3004], [5.2204, -8.0719, 0.5729], [0.3051, -3.6843, 0.0383], [0.8016, -4.2761, -1.4892], [0.5921, -2.5107, -1.1245], [2.8757, -2.4464, 0.1435], [3.2404, -3.5462, -1.1335], [5.0425, -4.0812, -0.0734], [5.0629, -5.0655, 1.3729], [4.6276, -3.3660, 1.4761], [2.6597, -5.4668, 2.4783], [1.1952, -4.9993, 1.6881], [2.8932, -2.7206, 2.8499], [1.7492, -3.6475, 3.8671], [1.2712, -2.6743, 2.4538], [3.4809, -5.8680, -0.9784], [1.7523, -5.8798, -0.5072], [2.7355, -8.0726, 0.1282], [2.1469, -7.2601, 1.3992], [5.0639, -9.1357, 0.7520], [6.2218, -7.8093, 0.9138], [5.1691, -8.0013, -0.5136], [0.8372, 1.8927, 6.8595], [1.3695, 3.3378, 6.6933], [2.8570, 3.5759, 7.1131], [3.2791, 4.8627, 6.4134], [2.8931, 3.7135, 8.6710], [4.1648, 4.3081, 9.3120], [3.8203, 2.3879, 6.8213], [4.1233, 2.1460, 5.3594], [3.0987, 2.3429, 4.4670], [3.1533, 1.6322, 3.2391], [-0.2443, 2.0163, 6.8029], [1.2183, 1.5025, 7.8032], [1.2835, 1.2621, 6.0906], [0.7135, 3.9471, 7.3151], [1.3093, 3.7191, 5.6739], [4.3445, 5.0115, 6.5888], [2.6094, 5.6790, 6.6840], [3.3343, 4.7004, 5.3369], [2.5520, 2.7301, 8.9944], [2.0339, 4.3594, 8.8515], [5.0245, 3.6922, 9.5760], [3.9101, 4.8189, 10.2407], [4.6202, 5.1011, 8.7188], [3.4295, 1.5170, 7.3476], [4.7828, 2.6955, 7.2302], [4.4915, 1.1224, 5.2910], [4.9230, 2.8175, 5.0468], [4.1381, 1.6205, 2.7720], [2.3852, 1.8773, 2.5056], [2.9246, 0.5807, 3.4127], [-5.3144, 2.0858, -1.9730], [-5.9964, 3.4386, -1.9054], [-5.0310, 4.6767, -1.9659], [-5.8650, 5.9570, -1.9731], [-3.9963, 4.7568, -0.8082], [-4.5336, 4.5962, 0.6402], [-4.2331, 4.5985, -3.2549], [-3.4417, 5.8628, -3.6624], [-2.5321, 6.4865, -2.7206], [-1.7855, 7.5676, -3.2097], [-4.3798, 1.9840, -1.4213], [-5.0318, 1.6988, -2.9520], [-6.0126, 1.3460, -1.5815], [-6.5896, 3.6376, -1.0129], [-6.6983, 3.5758, -2.7279], [-6.3998, 5.8897, -2.9205], [-5.2384, 6.8468, -1.9114], [-6.5913, 6.0397, -1.1646], [-3.5317, 5.7339, -0.9409], [-3.2581, 3.9820, -1.0153], [-5.4971, 5.1029, 0.6962], [-3.7768, 4.9891, 1.3191], [-4.6684, 3.5778, 1.0046], [-4.8259, 4.1691, -4.0625], [-3.5529, 3.7526, -3.1550], [-4.2114, 6.5756, -3.9585], [-2.8986, 5.6951, -4.5925], [-1.1749, 8.0060, -2.4203], [-2.5009, 8.2990, -3.5856], [-1.0768, 7.2391, -3.9699], [-3.9924, -5.8161, 7.0902], [-2.9430, -4.9454, 6.3128], [-2.7918, -5.1882, 4.7936], [-2.6972, -6.7501, 4.5604], [-4.1638, -4.7682, 4.1200], [-4.1381, -4.8977, 2.5359], [-1.5011, -4.4425, 4.2312], [-1.6400, -2.9811, 3.8856], [-1.5327, -2.3266, 5.1553], [-1.5604, -0.8935, 5.1697], [-3.9137, -5.6552, 8.1654], [-3.8070, -6.8892, 7.0428], [-5.0385, -5.6111, 6.8627], [-1.9639, -5.3002, 6.6348], [-3.1426, -3.8749, 6.3599], [-2.5119, -6.9602, 3.5070], [-3.6402, -7.1914, 4.8830], [-1.8975, -7.0904, 5.2183], [-4.1645, -3.7493, 4.5070], [-4.9351, -5.2350, 4.7326], [-4.1929, -5.9449, 2.2387], [-3.1676, -4.6108, 2.1309], [-4.9083, -4.2731, 2.0835], [-1.2984, -4.9481, 3.2872], [-0.5987, -4.6836, 4.7929], [-2.5693, -2.7523, 3.3638], [-0.8042, -2.7230, 3.2352], [-1.4318, -0.4500, 6.1570], [-2.4523, -0.5003, 4.6819], [-0.7872, -0.5037, 4.5076], [3.3374, 0.5457, -1.0851], [1.8777, 0.7275, -0.6799], [1.2027, -0.2187, -0.3205], [1.2375, 1.8106, -0.6152], [3.4219, -0.2326, -1.8435], [3.7940, 0.2014, -0.1572], [3.9128, 1.4300, -1.3588], [-3.9717, -1.3366, 0.7465], [-2.7190, -0.5419, 0.4593], [-1.5898, -1.0122, 0.3402], [-2.8247, 0.6748, 0.2064], [-4.6475, -1.4292, -0.1037], [-4.5130, -0.8157, 1.5362], [-3.7963, -2.3935, 0.9472], [-0.9464, 3.0450, 3.2796], [-0.8813, 2.3453, 1.9312], [-1.1171, 2.8585, 0.8314], [-0.4355, 1.2081, 1.8539], [-1.6699, 3.8600, 3.3002], [0.0092, 3.2961, 3.7400], [-1.3109, 2.4501, 4.1170], [-1.2786, 1.4896, -4.2556], [-1.3365, 1.2810, -2.7480], [-1.0334, 0.1993, -2.2721], [-1.4623, 2.1331, -1.8799], [-1.0576, 0.6338, -4.8935], [-0.6687, 2.3628, -4.4873], [-2.2268, 1.9331, -4.5592]],
  "atomic_forces_ev_per_a": [[-0.773, -0.337, 0.770], [-1.120, 1.394, 0.529], [-0.707, -1.077, 1.164], [1.216, -1.034, -0.331], [0.098, 0.733, -1.570], [-1.377, 0.387, 1.018], [-0.021, -0.597, -0.400], [0.636, 0.433, 0.768], [-0.332, 1.936, 0.959], [1.158, 0.143, -1.037], [-0.643, -1.547, 1.300], [0.183, -0.016, -0.096], [-0.074, 0.229, 0.139], [0.504, -0.451, -0.664], [0.064, 0.310, -0.226], [0.009, -0.128, -0.057], [-0.246, -0.368, -0.544], [0.542, -0.571, 0.034], [0.290, 0.227, -0.221], [0.229, 0.480, -0.030], [0.029, -0.471, 0.169], [-0.009, -0.223, 0.099], [-0.405, -0.127, 0.053], [-0.405, 0.136, -0.068], [0.253, -0.429, 0.066], [-0.249, -0.313, 0.305], [-0.119, -0.196, 0.069], [0.171, -0.080, -0.372], [0.887, 0.025, -0.951], [-0.089, 0.240, -0.106], [-0.606, 0.889, -0.154], [-0.442, 0.425, 0.476], [0.404, -0.410, -1.591], [-0.822, 0.144, 0.536], [0.648, 0.358, 0.613], [-0.238, 1.337, 0.178], [1.307, -0.712, -1.071], [0.462, -0.838, -0.406], [0.059, -0.637, -0.233], [-0.208, 0.988, 0.885], [-0.905, -0.848, -0.396], [-0.313, 0.313, 0.324], [0.115, -0.320, 0.307], [-0.018, -0.250, -0.263], [-0.057, 0.317, -0.278], [-0.068, 0.004, 0.216], [0.410, 0.014, 0.371], [-0.069, 0.043, 0.248], [0.107, 0.792, 0.688], [0.203, 0.055, -0.306], [-0.276, -0.209, 0.326], [-0.543, -0.125, -0.598], [-0.136, -0.143, 0.013], [0.212, 0.330, 0.119], [-0.048, -0.144, -0.055], [-0.059, -0.611, 0.265], [0.793, 0.386, -0.860], [-0.857, -0.638, -0.677], [0.582, 0.169, 0.351], [-0.070, -0.169, 0.428], [-0.056, 0.401, 0.139], [0.935, 0.358, 0.543], [-1.012, 0.481, 0.545], [3.266, -0.013, 0.204], [-0.588, 0.391, -1.215], [-0.926, -1.268, 0.854], [0.333, -0.209, -1.276], [-1.884, 1.546, -1.181], [0.034, -1.831, -0.261], [0.860, 1.249, 0.638], [-0.079, -0.522, -1.166], [-0.279, -0.681, 0.351], [0.218, -0.054, 0.210], [-0.399, -0.519, 0.349], [0.166, 0.230, -0.593], [-0.050, 0.045, -0.102], [0.487, -0.379, -0.127], [-0.507, 0.599, 0.194], [-0.478, -0.424, 1.035], [-0.186, -0.249, -0.067], [-0.152, -0.102, 0.048], [0.327, -0.015, -0.521], [0.108, 0.087, 0.714], [0.220, 0.676, 0.602], [0.496, 0.523, -0.340], [-0.108, -0.027, 0.688], [-0.750, -0.151, 0.158], [0.276, 0.326, -0.295], [-0.145, 0.004, -0.206], [-0.091, 0.174, 0.187], [-0.197, -0.250, -0.122], [1.287, 0.056, 1.077], [-1.185, -0.788, -0.427], [0.183, -1.325, 0.994], [-0.638, 0.278, 0.163], [0.351, 0.601, -0.260], [0.467, 0.046, -1.239], [0.698, -0.450, 0.575], [0.009, -0.825, 0.043], [0.223, 1.755, 0.610], [-0.409, -1.420, -0.326], [0.303, -0.029, 0.505], [0.377, 0.290, -0.302], [0.562, 0.067, -0.313], [-0.709, 0.103, 0.117], [-0.452, 0.266, -0.487], [-0.414, -0.085, -0.165], [-0.793, -0.358, 0.008], [-0.228, -0.009, -0.052], [0.258, 0.364, 0.100], [0.062, 0.051, -0.307], [0.373, -0.396, 0.364], [0.153, -0.057, -0.092], [-0.373, -0.307, -0.136], [-0.061, 0.280, -0.052], [0.155, 0.246, -0.020], [-0.158, 0.367, -1.264], [0.252, 0.466, 0.644], [0.324, -0.174, 0.130], [-0.339, 0.327, 0.193], [-0.173, 0.667, -0.110], [1.566, 1.139, -0.407], [0.375, -0.591, 0.154], [-0.017, -0.169, 0.210], [0.924, -1.247, -0.163], [-0.370, 0.554, -0.556], [0.203, 0.280, -0.135], [-0.863, 1.282, -0.358], [1.257, -0.202, -0.387], [-2.358, 0.559, -1.059], [0.269, -1.336, 0.193], [0.087, -0.652, 0.140], [-0.722, -0.074, 0.231], [-0.520, -0.087, -0.214], [0.560, 0.428, 0.141], [-0.047, -0.348, 0.049], [-0.221, 0.503, 0.828], [0.313, -0.091, 0.130], [-0.936, -0.233, 0.028], [0.536, 0.017, 0.364], [0.253, 0.265, 0.229], [-0.462, -0.736, -0.222], [-0.360, -0.175, 0.013], [-0.357, 0.098, -0.254], [-0.018, 0.203, -0.070], [-0.166, -0.178, 0.463], [0.286, -0.173, 0.067], [0.489, -0.036, 0.148], [0.183, 0.536, 0.017], [-0.063, 0.926, 0.372], [0.067, -0.361, 0.359], [0.324, -0.509, 0.240], [0.607, 1.290, -0.101], [-0.026, 0.180, 0.374], [-0.128, -0.620, -0.535], [-0.255, -0.833, 0.464], [-0.155, -0.081, -1.035], [1.660, -0.686, 0.608], [-0.328, 1.197, -0.388], [-1.007, -2.098, 0.801], [-0.290, 0.194, -0.619], [-0.148, 0.313, 0.526], [-0.372, 0.559, -0.423], [-0.019, 0.046, 0.148], [0.268, -0.450, 0.213], [0.153, 0.068, -0.162], [-0.127, 0.497, 0.084], [0.186, -0.300, -0.233], [0.171, -0.585, 0.089], [-0.068, -0.205, 0.014], [0.087, 0.079, -0.053], [0.178, 0.265, 0.587], [-0.252, 0.511, -0.106], [-0.096, -0.235, -0.597], [-0.642, 1.057, -0.175], [0.373, 0.097, 0.728], [0.048, 0.530, 0.062], [0.051, -0.583, -0.061], [-0.389, -0.111, 0.276], [0.428, 0.397, -0.275], [-0.130, 0.055, -0.443], [0.249, 0.263, -0.357], [-0.231, -1.269, -0.184], [-1.014, -1.767, -0.795], [0.401, 1.672, 0.573], [2.326, 1.137, -0.075], [0.319, -0.410, 1.769], [-1.357, -1.532, -1.302], [0.223, 0.359, 1.955], [-0.269, 0.449, 0.171], [0.140, 0.053, -1.533], [0.312, 0.598, -0.047], [0.039, 0.044, -0.449], [0.088, 0.019, -0.226], [0.070, 0.830, 0.560], [0.433, -0.125, 0.557], [0.115, 0.129, 0.200], [0.141, 0.160, -0.122], [0.044, -0.219, -0.289], [-0.529, 0.450, -0.823], [0.022, -0.588, -0.737], [-0.669, 0.024, 0.038], [0.006, 0.492, 0.207], [-0.079, -0.277, 0.129], [-0.284, -0.224, -0.182], [-0.533, 0.200, 0.798], [-0.099, 0.122, -0.006], [0.083, 0.161, -0.151], [-0.138, -0.681, 0.076], [-0.549, -0.133, 0.357], [0.554, -0.016, 0.073], [-0.324, 0.219, 0.724], [-0.257, 1.290, -0.139], [-0.247, -4.335, 0.525], [0.299, 2.333, -0.812], [-0.005, 0.057, 0.096], [0.262, -0.344, -0.073], [-0.473, 0.122, -0.234], [-0.057, -0.359, 0.042], [-0.977, -0.187, -0.974], [2.109, -2.134, 0.348], [-0.054, 2.028, -0.182], [0.121, 0.771, -0.325], [-0.101, -0.317, 0.092], [0.445, 0.168, 0.671], [-0.982, 0.026, 0.746], [0.400, 1.800, 0.410], [-1.208, 2.683, -0.939], [1.198, -4.344, 0.318], [0.510, 0.419, -0.388], [0.387, 0.511, -0.867], [-0.355, -0.943, -0.486], [-1.156, 1.343, 0.291], [1.303, 0.290, -1.443], [1.179, -4.923, 0.894], [-1.314, 4.846, 0.461], [0.062, 0.013, 0.504], [0.686, -0.286, 0.198], [-0.475, -0.426, -0.144]],
  "mulliken_charge": [0.898, -1.350, -0.920, 0.148, -0.597, -0.992, -0.804, -0.716, -0.666, -0.274, -0.875, 0.296, 0.421, 0.318, 0.654, 0.749, 0.439, -0.134, 0.471, 0.590, 0.499, 0.317, 0.011, 0.465, 0.472, 0.515, 0.342, 0.569, 0.352, 0.346, 0.297, -1.213, -0.375, 0.279, -0.999, -0.697, -0.814, -0.558, -0.530, -0.387, -0.720, 0.351, 0.347, 0.409, 0.328, 0.351, 0.405, 0.393, 0.343, 0.463, 0.485, 0.384, 0.124, 0.225, 0.491, 0.396, 0.420, 0.159, 0.282, 0.356, 0.276, -1.311, 0.156, 0.260, -1.074, -0.756, -0.685, 0.533, -0.125, -0.365, -0.734, 0.411, 0.354, 0.129, 0.420, -0.266, 0.436, 0.485, 0.328, 0.667, 0.538, 0.034, 0.660, 0.020, 0.326, -0.651, -0.324, 0.560, 0.404, 0.317, 0.144, -0.787, -0.632, 0.383, -0.864, -0.914, -0.881, -0.213, -1.184, -0.331, -0.809, 0.138, 0.609, -0.078, 0.385, 0.475, 0.395, 0.294, 0.339, 0.750, 0.581, 0.359, 0.415, -0.183, 0.473, 0.282, 0.576, 0.406, 0.334, 0.297, 0.358, -1.014, -0.691, 0.036, -0.578, -0.238, -1.214, -0.860, -0.958, 0.320, -1.174, 0.449, 0.321, 0.176, 0.630, 0.399, 0.521, 0.308, -0.270, 0.411, 0.425, 0.382, 0.414, 0.317, 0.544, 0.408, 0.594, 0.426, 0.476, -0.200, 0.713, -0.840, -0.550, 0.068, -0.980, 0.221, -1.353, -0.298, -1.342, -0.035, -0.884, -0.014, 0.377, 0.416, 0.459, 0.515, 0.462, 0.325, 0.414, 0.474, -0.242, 0.431, 0.374, 0.180, 0.626, 0.007, 0.577, 0.564, 0.208, 0.377, 0.320, -1.286, -0.184, 0.213, -1.152, -1.030, -0.771, -1.205, 0.866, -0.436, -0.734, 0.419, 0.358, 0.384, 0.344, 0.302, 0.410, 0.423, 0.411, 0.455, 0.649, 0.453, 0.045, 0.500, 0.341, 0.608, 0.130, -0.403, 0.325, 0.392, 0.246, -1.759, 1.364, -0.856, -0.501, 0.363, 0.393, 0.322, -1.282, 1.121, -0.418, -0.205, 0.401, 0.525, -0.423, -1.266, 0.930, -0.207, -0.432, 0.446, -0.160, 0.389, -1.786, 1.420, -0.720, -0.494, 0.387, 0.375, 0.387]
}